[1]
{
  "formula": "C18H29BClF7NO15S4",
  "method": "ωB97M-V/def2-TZVPD",
  "gap_ha": 0.281,
  "homo_ev": -6.1,
  "total_charge": -1,
  "symbols": ["C", "C", "C", "O", "C", "F", "C", "C", "C", "S", "O", "O", "O", "C", "C", "S", "O", "O", "O", "B", "O", "O", "C", "C", "C", "C", "Cl", "C", "C", "C", "O", "O", "H", "H", "H", "H", "H", "H", "H", "H", "H", "H", "H", "H", "H", "H", "H", "H", "H", "H", "H", "H", "H", "H", "H", "H", "H", "H", "H", "H", "H", "C", "F", "F", "F", "S", "O", "O", "N", "S", "O", "O", "C", "F", "F", "F"],
  "positions_angstrom": [[-4.45972, 1.99424, -2.78355], [-3.83977, 0.60575, -2.59250], [-3.92015, 0.08635, -1.11679], [-2.56741, -0.14137, -0.71035], [-2.40074, -0.60031, 0.61400], [-3.63121, -0.77045, 1.21180], [-1.78657, -2.02322, 0.49298], [-2.52320, -2.83800, -0.60455], [-2.25546, -4.34946, -0.51460], [-0.03222, -1.89746, 0.03936], [0.83230, -2.56503, 0.95563], [0.09079, -2.49076, -1.24391], [0.25319, -0.31997, -0.18421], [-0.04952, 0.52993, 0.93944], [0.98062, 0.29795, 2.10119], [2.71909, 0.44751, 1.56742], [3.06121, 1.79519, 1.27364], [3.01731, -0.52318, 0.58207], [0.26923, 1.82633, 0.49003], [0.53211, 1.89782, -0.90435], [-0.55040, 2.05811, -1.77858], [1.77853, 1.88040, -1.46074], [-1.55013, 0.44960, 1.42327], [-1.72591, 0.29576, 2.96041], [-1.52666, -1.11282, 3.58536], [-2.80759, -1.88202, 3.93037], [-3.92114, -0.93930, 5.00064], [-2.27553, 1.80347, 1.06675], [-2.01606, 2.96383, 2.05954], [-3.13488, 3.25516, 3.04764], [-2.93097, 4.00023, 3.93344], [-4.36327, 2.64832, 2.96509], [-4.45185, 2.20147, -3.86647], [-5.51297, 2.04243, -2.48474], [-3.85986, 2.79985, -2.34229], [-4.38548, -0.09839, -3.23844], [-2.79630, 0.54326, -2.92190], [-4.51301, -0.83346, -1.16714], [-4.43316, 0.86912, -0.54917], [-1.92163, -2.61711, 1.40074], [-3.59145, -2.69139, -0.37669], [-2.35737, -2.44318, -1.60638], [-1.21336, -4.60735, -0.72131], [-2.85247, -4.82287, -1.30842], [-2.62413, -4.74861, 0.43851], [0.83562, 1.12185, 2.80820], [0.88608, -0.68412, 2.57261], [3.42101, 0.07660, 2.69244], [-0.61268, 1.29489, -2.36953], [1.85048, 2.70919, -1.96039], [-1.10517, 0.98619, 3.53382], [-2.75909, 0.60211, 3.17281], [-0.86072, -1.77372, 3.01299], [-1.00012, -0.97351, 4.54194], [-2.50200, -2.73319, 4.55127], [-3.33199, -2.31748, 3.07781], [-3.35198, 1.58920, 1.12322], [-2.08985, 2.11727, 0.03950], [-1.89734, 3.87747, 1.45894], [-1.09078, 2.88289, 2.63260], [-4.54114, 2.33784, 3.86715], [9.37192, -1.01926, -3.12730], [10.65850, -0.64076, -3.16755], [9.10308, -1.64095, -4.29097], [9.26011, -1.94723, -2.15808], [8.26699, 0.41534, -2.83997], [8.50860, 1.27402, -3.96656], [8.69407, 0.93931, -1.57215], [6.88142, -0.35190, -2.84081], [5.64992, 0.62471, -2.60311], [5.36087, 1.53637, -3.67782], [5.54398, 1.18122, -1.28544], [4.29989, -0.61301, -2.68639], [4.42408, -1.56350, -1.74797], [4.26760, -1.25206, -3.87634], [3.10583, -0.03217, -2.51718]]
}


[2]
{
  "formula": "C20H17BFeN10O4S",
  "method": "ωB97M-V/def2-TZVPD",
  "gap_ha": [0.221, 0.149],
  "homo_ev": [-13.9, -13.9],
  "de_lowest_ev": 0.007,
  "total_charge": 2,
  "spin_multiplicity": 5,
  "symbols": ["Fe", "O", "C", "O", "C", "C", "C", "C", "C", "N", "C", "O", "O", "H", "H", "H", "H", "H", "C", "C", "N", "N", "C", "B", "N", "C", "C", "C", "N", "N", "C", "C", "C", "N", "N", "C", "C", "C", "N", "H", "H", "H", "H", "H", "H", "H", "H", "H", "H", "H", "H", "S", "C", "N"],
  "positions_angstrom": [[-0.59589, 0.14700, -0.84908], [-0.89476, 4.72432, -1.11377], [-0.99644, 3.41376, -1.09773], [-0.10851, 2.63344, -1.34591], [-2.36126, 2.91859, -0.74584], [-3.44617, 3.76168, -0.55259], [-4.67270, 3.19628, -0.25127], [-4.76088, 1.81525, -0.15047], [-3.61914, 1.05691, -0.34905], [-2.43397, 1.59366, -0.64423], [-3.54938, -0.43729, -0.26395], [-4.60772, -1.15975, 0.00622], [-2.48054, -0.97698, -0.45499], [0.01185, 4.99019, -1.34374], [-3.31716, 4.83070, -0.64237], [-5.54526, 3.81616, -0.09725], [-5.71483, 1.35895, 0.07878], [-5.41311, -0.64890, 0.16286], [0.35522, -4.05280, -1.15413], [-0.52015, -2.98957, -1.35435], [-0.10055, -1.91690, -0.68517], [1.02899, -2.26995, -0.03505], [1.33142, -3.54842, -0.31875], [1.82841, -1.15428, 0.65975], [2.30763, -0.20593, -0.46106], [3.51689, 0.07668, -0.95398], [3.35766, 0.83646, -2.10277], [1.98910, 0.97568, -2.25050], [1.35612, 0.33968, -1.25644], [0.81686, -0.30107, 1.51517], [0.86242, -0.05941, 2.82185], [-0.19302, 0.78269, 3.16258], [-0.85396, 1.01656, 1.97745], [-0.23058, 0.36011, 0.97713], [2.90443, -1.67206, 1.54580], [2.86808, -2.73084, 2.40891], [3.93878, -2.61987, 3.24949], [4.58299, -1.43047, 2.84393], [3.95746, -0.85797, 1.83585], [0.28496, -5.05127, -1.54719], [-1.43463, -2.95451, -1.92338], [2.21354, -4.01333, 0.08761], [4.39646, -0.27149, -0.44071], [4.13157, 1.23655, -2.73295], [1.43654, 1.51765, -2.99750], [1.64199, -0.49409, 3.42727], [-0.43475, 1.16850, 4.13672], [-1.72400, 1.62092, 1.79248], [2.08422, -3.46942, 2.37081], [4.22411, -3.29704, 4.03518], [5.47582, -0.97859, 3.24562], [-1.02670, -0.42638, -5.53013], [-0.96349, -0.18576, -3.92160], [-0.90395, -0.01406, -2.77355]]
}


[3]
{
  "formula": "C45H50CsN5OPSe",
  "method": "ωB97M-V/def2-TZVPD",
  "gap_ha": 0.298,
  "homo_ev": -10.0,
  "de_lowest_ev": 0.666,
  "total_charge": 1,
  "symbols": ["Cs", "C", "C", "C", "C", "C", "C", "C", "C", "C", "H", "H", "H", "H", "H", "H", "H", "H", "H", "H", "H", "H", "N", "C", "C", "C", "C", "C", "C", "P", "C", "C", "C", "C", "C", "C", "C", "C", "C", "C", "C", "C", "H", "H", "H", "H", "H", "H", "H", "H", "H", "H", "H", "H", "H", "H", "H", "H", "C", "C", "N", "C", "C", "C", "O", "C", "C", "C", "C", "N", "C", "H", "H", "H", "H", "H", "H", "H", "H", "H", "H", "H", "H", "H", "H", "C", "N", "C", "Se", "N", "C", "C", "C", "C", "C", "C", "H", "H", "H", "H", "H", "H", "H", "H"],
  "positions_angstrom": [[-0.31504, -0.07152, 0.33197], [-1.83718, -1.57187, 5.19804], [-0.68740, -1.53603, 4.23055], [0.03987, -0.36674, 4.04039], [1.13834, -0.33375, 3.18793], [1.94185, 0.93372, 3.04281], [1.50093, -1.49717, 2.51842], [0.78131, -2.67861, 2.67633], [1.20962, -3.93508, 1.96529], [-0.31495, -2.68012, 3.53142], [-2.16135, -0.55872, 5.43842], [-1.53289, -2.05319, 6.12967], [-2.67062, -2.14519, 4.78769], [-0.24683, 0.53421, 4.57197], [2.45355, 0.99303, 2.08004], [2.70676, 0.97441, 3.82057], [1.30977, 1.81419, 3.16396], [2.37785, -1.49666, 1.87574], [1.69517, -3.70731, 1.01507], [0.36192, -4.59243, 1.77542], [1.92322, -4.48977, 2.57832], [-0.88158, -3.59544, 3.66632], [-2.68720, 1.92613, -0.75607], [-2.52376, 2.80724, -1.84989], [-3.21791, 4.01524, -1.88871], [-3.03811, 4.89822, -2.93740], [-2.16640, 4.58509, -3.97228], [-1.46071, 3.39629, -3.92965], [-1.61502, 2.50188, -2.87120], [-0.61198, 0.96858, -2.72777], [-1.28914, -0.05414, -4.09321], [-2.00535, -1.19302, -3.72691], [-2.60259, -2.00190, -4.68442], [-2.47801, -1.68238, -6.02694], [-1.76211, -0.55335, -6.40533], [-1.17385, 0.25690, -5.44767], [1.00451, 1.54878, -3.35988], [1.54564, 2.71426, -2.81270], [2.83610, 3.10939, -3.12787], [3.60903, 2.34109, -3.98789], [3.08352, 1.17908, -4.53176], [1.79039, 0.78377, -4.21889], [-3.37354, 2.25178, -0.08870], [-2.94401, 0.98901, -1.03888], [-3.90801, 4.25605, -1.08760], [-3.58476, 5.83191, -2.95217], [-2.03014, 5.26969, -4.79850], [-0.74902, 3.17551, -4.71483], [-2.09963, -1.44973, -2.67604], [-3.15945, -2.87918, -4.38178], [-2.93665, -2.31089, -6.77877], [-1.66408, -0.30222, -7.45357], [-0.61771, 1.13064, -5.76152], [0.94321, 3.32477, -2.14888], [3.24084, 4.01796, -2.70096], [4.61540, 2.65022, -4.23748], [3.68191, 0.57652, -5.20313], [1.39484, -0.12895, -4.64468], [5.45156, -1.27420, 1.72269], [5.57719, -2.43846, 0.74243], [6.35876, -2.11782, -0.44231], [7.81385, -2.02491, -0.29141], [8.33720, -0.59434, -0.32292], [5.86626, -1.95801, -1.69489], [6.59050, -1.76169, -2.65873], [4.38127, -2.03936, -1.93262], [3.95760, -2.81312, -3.00947], [2.61027, -2.86141, -3.31872], [1.73116, -2.10943, -2.55546], [2.12133, -1.34297, -1.53865], [3.41947, -1.32069, -1.24046], [4.80349, -1.55337, 2.55570], [5.03929, -0.38896, 1.23632], [6.42570, -1.00655, 2.13201], [4.59455, -2.79460, 0.43592], [6.06729, -3.27218, 1.25007], [8.27505, -2.59436, -1.09853], [8.06860, -2.50500, 0.65371], [8.08055, -0.12442, -1.27035], [9.42318, -0.59971, -0.22691], [7.92275, -0.00011, 0.49232], [4.69274, -3.35501, -3.58953], [2.25091, -3.45561, -4.14763], [0.66769, -2.11361, -2.77641], [3.70332, -0.66467, -0.42402], [-6.44845, 1.99275, 1.91676], [-6.03828, 1.32811, 3.13334], [-4.92115, 0.58209, 3.29845], [-3.62221, 0.20819, 2.07058], [-4.93372, 0.13775, 4.57541], [-6.05507, 0.60207, 5.25000], [-6.50866, 0.42968, 6.54646], [-7.69859, 1.05556, 6.88240], [-8.40616, 1.82262, 5.95491], [-7.95013, 1.99201, 4.65695], [-6.76025, 1.36576, 4.32477], [-5.74923, 1.72625, 1.12980], [-6.44865, 3.07363, 2.05914], [-7.44817, 1.66464, 1.63370], [-4.20442, -0.44922, 4.94245], [-5.95832, -0.16624, 7.26201], [-8.08850, 0.94683, 7.88498], [-9.33114, 2.29576, 6.25417], [-8.49903, 2.58618, 3.93917]]
}


[4]
{
  "formula": "C3Cl3F3O",
  "method": "ωB97M-V/def2-TZVPD",
  "gap_ha": [0.297, 0.270],
  "homo_ev": [-10.6, -10.4],
  "de_lowest_ev": 3.337,
  "total_charge": 0,
  "symbols": ["C", "C", "C", "O", "F", "F", "F", "Cl", "Cl", "Cl"],
  "positions_angstrom": [[0.09414, -0.37778, 0.10821], [1.08130, 0.52371, 0.62508], [-1.31692, -0.20341, -0.28554], [0.75254, -0.73875, 1.22487], [-1.36445, 1.00500, -0.84413], [-1.83211, -1.05036, -1.25710], [-2.16507, -0.30764, 0.71919], [1.54134, -1.49799, -1.83547], [2.66843, 0.76340, -0.03574], [0.54081, 1.88382, 1.58063]]
}


Number 1: electronic energy -126903.31626 eV, M 806.9 g/mol, largest force on an atom 2.92 eV Å⁻¹. Number 2: electronic energy -89993.74846 eV, M 560.1 g/mol, largest force on an atom 0.15 eV Å⁻¹. Number 3: electronic energy -132155.91661 eV, M 919.8 g/mol, largest force on an atom 1.21 eV Å⁻¹. Number 4: electronic energy -50874.21126 eV, M 215.4 g/mol, largest force on an atom 3.91 eV Å⁻¹.